[1]
Here is a structure of composition C44H94Cl24OSi2 at a distorted geometry from the Open Molecules 2025 dataset. Energies are from the ωB97M-V functional and the def2-TZVPD basis.

## Properties
Strongest force on any atom: 1.07 eV/Å
Calculated total energy: -365498.8405 eV
Frontier orbital gap: 0.377 hartree
Total charge: 0

Structure (XYZ):
```
165
C44H94Cl24OSi2, DFT the ωB97M-V functional and the def2-TZVPD basis
C -3.4721 -3.4377 -3.6809
C -4.9881 -3.0740 -3.6771
C -5.3692 -2.2467 -2.4316
C -6.9108 -2.1172 -2.2210
C -7.5262 -1.0733 -3.2073
C -7.4886 0.3857 -2.6796
C -6.8577 1.3894 -3.6912
C -6.2018 2.6040 -3.0417
C -4.9898 2.3296 -2.1011
C -5.1456 3.1230 -0.7938
C -3.8742 3.3737 0.0604
C -2.5633 2.7176 -0.4100
C -1.8148 3.4579 -1.5406
C -0.3269 3.0238 -1.6511
C -0.1590 1.7825 -2.5743
C 1.2860 1.2522 -2.7063
C 1.4062 0.1086 -3.7882
C 2.0113 -1.2175 -3.2470
C 1.2033 -1.9076 -2.0931
C 2.0312 -2.0082 -0.7710
Si 1.0434 -2.0512 0.8224
O 1.6972 -0.9131 1.8842
Si 0.9994 0.5977 1.7528
H -2.9561 -2.9918 -2.8082
H -2.9542 -3.0939 -4.5931
H -3.3342 -4.5320 -3.5994
H -5.5544 -4.0228 -3.6105
H -5.2259 -2.5370 -4.5925
H -4.9317 -1.2332 -2.5175
H -4.9132 -2.7465 -1.5408
H -7.0986 -1.8075 -1.1728
H -7.3505 -3.1108 -2.4236
H -8.5798 -1.3386 -3.4149
H -6.9778 -1.1573 -4.1590
H -8.5290 0.6935 -2.4700
H -6.9188 0.4272 -1.7278
H -7.6827 1.7834 -4.3198
H -6.1525 0.8487 -4.3500
H -5.9040 3.3242 -3.8316
H -6.9791 3.1130 -2.4421
H -4.0851 2.6420 -2.6483
H -4.9682 1.2431 -1.8990
H -5.8958 2.6038 -0.1664
H -5.5596 4.1106 -1.0642
H -4.0610 3.0180 1.0926
H -3.7168 4.4642 0.1311
H -1.8866 2.7096 0.4707
H -2.7081 1.6517 -0.6859
H -2.2734 3.2163 -2.5161
H -1.8355 4.5500 -1.3703
H 0.0550 2.7251 -0.6623
H 0.2869 3.8667 -2.0218
H -0.5085 2.0434 -3.5931
H -0.8242 0.9863 -2.1833
H 1.8976 2.1188 -3.0282
H 1.6671 0.8684 -1.7428
H 2.0271 0.4347 -4.6169
H 0.4097 -0.1094 -4.2175
H 2.0799 -1.9274 -4.0958
H 3.0451 -1.0439 -2.9015
H 0.9200 -2.9373 -2.3861
H 0.2800 -1.3365 -1.8808
H 2.7114 -1.1379 -0.7418
H 2.6803 -2.9028 -0.7882
H 1.1185 -3.3746 1.4787
H -0.3765 -1.7601 0.5835
H 0.3492 0.9849 3.0186
H -0.0013 0.5940 0.6719
H 2.0421 1.5832 1.3872
Cl 2.2559 2.7759 -6.0409
C 0.7250 2.1910 -6.7525
C -0.2301 3.3188 -7.0427
Cl -0.8469 4.0819 -5.5527
H 0.2972 1.4679 -6.0614
H 0.9760 1.6763 -7.6801
H -1.0916 2.9319 -7.5852
H 0.2427 4.0940 -7.6412
Cl 3.9756 -5.6901 1.9090
C 3.9742 -4.6504 3.3593
C 3.7723 -5.4312 4.6282
Cl 2.1248 -6.1230 4.7500
H 3.1954 -3.9011 3.2302
H 4.9402 -4.1473 3.3896
H 3.9053 -4.7701 5.4807
H 4.4792 -6.2539 4.7106
Cl -7.8177 -5.2745 -7.2557
C -6.0954 -5.6469 -7.5249
C -5.1887 -4.6667 -6.8271
Cl -5.2701 -3.0407 -7.5550
H -5.9201 -5.6562 -8.5982
H -5.9194 -6.6472 -7.1312
H -4.1550 -5.0009 -6.9095
H -5.4416 -4.5724 -5.7751
Cl 2.0599 -1.6705 -7.6336
C 3.5740 -1.2499 -8.4757
C 3.5650 0.1630 -8.9969
Cl 2.3951 0.3857 -10.3257
H 3.7143 -1.9683 -9.2800
H 4.3834 -1.3661 -7.7562
H 4.5491 0.4114 -9.3918
H 3.3132 0.8768 -8.2178
Cl -3.1216 -4.4310 4.8382
C -1.4263 -3.9206 4.6526
C -1.2953 -2.4300 4.4870
Cl -1.9775 -1.8664 2.9347
H -1.0142 -4.4515 3.7976
H -0.8886 -4.2396 5.5445
H -0.2385 -2.1621 4.4901
H -1.7971 -1.8848 5.2829
Cl -0.8206 4.5212 3.2499
C 0.6362 4.8075 2.2574
C 0.6640 6.1856 1.6574
Cl -0.6117 6.3905 0.4241
H 0.6576 4.0447 1.4809
H 1.5004 4.6693 2.9063
H 1.6209 6.3320 1.1586
H 0.5254 6.9566 2.4110
Cl 4.1014 6.5700 1.3634
C 5.3470 6.4723 0.0908
C 4.7896 5.9018 -1.1884
Cl 4.3559 4.1801 -1.0206
H 6.1661 5.8678 0.4734
H 5.7091 7.4845 -0.0829
H 5.5395 5.9701 -1.9751
H 3.8982 6.4383 -1.5058
Cl 5.6555 -2.9038 5.9558
C 5.6221 -1.8438 7.3926
C 5.3888 -2.6239 8.6564
Cl 3.7433 -3.3171 8.7171
H 4.8442 -1.0990 7.2363
H 6.5812 -1.3354 7.4347
H 5.4939 -1.9632 9.5149
H 6.0972 -3.4434 8.7561
Cl 7.5500 -1.3473 11.5186
C 8.9168 -0.7592 10.5367
C 8.6742 0.6209 9.9857
Cl 7.4103 0.6683 8.7233
H 9.0994 -1.4804 9.7429
H 9.7850 -0.7345 11.1934
H 9.5866 0.9889 9.5187
H 8.3810 1.3127 10.7717
Cl 6.9718 -2.4306 2.1388
C 6.0186 -0.9403 1.8959
C 6.7376 0.2746 2.4235
Cl 6.8479 0.2742 4.2037
H 5.0517 -1.0756 2.3742
H 5.8656 -0.8343 0.8221
H 6.1979 1.1773 2.1397
H 7.7493 0.3330 2.0284
Cl -1.4999 8.8110 2.9447
C -3.0832 8.1571 2.4501
C -4.0660 9.2473 2.1130
Cl -4.5594 10.1870 3.5471
H -3.4473 7.5269 3.2583
H -2.9066 7.5346 1.5748
H -4.9693 8.8030 1.6972
H -3.6508 9.9430 1.3876
Cl -2.5884 -9.9764 6.7692
C -0.8997 -9.4240 6.6194
C -0.7989 -7.9266 6.4880
Cl -1.4511 -7.3375 4.9376
H -0.4603 -9.9247 5.7599
H -0.3778 -9.7463 7.5194
H 0.2486 -7.6279 6.5276
H -1.3377 -7.4208 7.2867
```

[2]
Here is a cluster of 7 separate species, C45H100N4O7 in total at a distorted geometry from the Open Molecules 2025 dataset. Energies are from the ωB97M-V functional and the def2-TZVPD basis.

## Properties
Strongest force on any atom: 3.35 eV/Å
Calculated total energy: -68573.4844 eV
Energy relative to the best compared isomer or geometry (same formula, charge and spin): 1.5109 eV
Frontier orbital gap: 0.305 hartree
Total charge: 0
Structure (SMILES): CC1(C)CCCC(C)(C)N1O.CC1(C)CCCC(C)(C)N1O.CC1(C)CCCC(C)(C)N1O.CC1(C)CCCC(C)(C)N1O.CC(C)O.CC(C)O.CC(C)O

Structure (XYZ):
```
156
C45H100N4O7, DFT the ωB97M-V functional and the def2-TZVPD basis
C 1.8527 -0.0158 5.8581
C 2.4127 -1.2593 5.1624
C 2.5251 -2.4596 6.1335
C 1.4251 -1.7682 4.0171
C 1.4820 -0.9659 2.7322
C 2.9211 -0.9526 2.2538
C 3.9670 -0.4244 3.3101
C 5.3292 -0.8505 2.7311
C 3.8358 1.1342 3.2913
N 3.7399 -1.0963 4.5940
O 4.7427 -0.7708 5.5645
H 1.7851 0.8819 5.2437
H 0.8428 -0.2059 6.2214
H 2.4286 0.2401 6.7475
H 3.1659 -2.1314 6.9518
H 1.5851 -2.6626 6.6468
H 2.9320 -3.3606 5.6745
H 1.6791 -2.7938 3.7492
H 0.4132 -1.7880 4.4218
H 0.8294 -1.4956 2.0382
H 1.0429 0.0275 2.8240
H 2.9955 -0.2177 1.4522
H 3.2160 -1.9574 1.9514
H 5.6273 -0.3299 1.8211
H 5.4137 -1.9051 2.4686
H 6.1187 -0.6361 3.4514
H 4.2344 1.4806 4.2449
H 2.8296 1.5485 3.2278
H 4.3287 1.5396 2.4078
H 5.2591 -1.5727 5.6740
C -0.4173 -3.4722 -0.1153
C 0.3702 -4.7697 -0.4904
C -0.3518 -5.4649 -1.6513
C 1.7778 -4.2657 -0.9857
C 2.8569 -5.3439 -1.1082
C 2.9099 -6.1864 0.1574
C 1.5182 -6.7626 0.6015
C 1.0335 -7.8998 -0.3230
C 1.7942 -7.1883 2.0446
N 0.5532 -5.6079 0.6571
O -0.6635 -5.9477 1.3027
H 0.0344 -2.8823 0.6823
H -0.4751 -2.7695 -0.9466
H -1.4292 -3.7588 0.1711
H 0.2842 -6.1350 -2.2299
H -1.2072 -6.0577 -1.3274
H -0.7446 -4.6958 -2.3164
H 1.6458 -3.7857 -1.9553
H 2.1457 -3.5015 -0.3010
H 2.5140 -5.9659 -1.9351
H 3.8196 -4.9259 -1.4025
H 3.2724 -5.5161 0.9368
H 3.6670 -6.9565 0.0093
H 1.4197 -8.8469 0.0539
H 1.3726 -7.9410 -1.3582
H -0.0558 -7.9140 -0.2878
H 2.4858 -8.0307 2.0548
H 0.9370 -7.6927 2.4904
H 2.0353 -6.3731 2.7268
H -0.5772 -5.4752 2.1339
C 2.6875 6.7607 -0.2960
C 2.5553 5.7350 0.8310
C 3.3767 4.4579 0.5687
C 3.1901 6.3922 2.1070
C 2.7693 5.6633 3.4393
C 1.2494 5.6266 3.5429
C 0.5267 4.9715 2.2944
C 0.5147 3.3784 2.4042
C -0.9915 5.3704 2.3196
N 1.0980 5.4780 0.9985
O 0.4642 4.9867 -0.1538
H 2.1783 7.6933 -0.0529
H 3.7583 6.8947 -0.4495
H 2.2846 6.4855 -1.2707
H 4.4398 4.6402 0.4113
H 3.3598 3.7464 1.3943
H 3.0193 3.9815 -0.3442
H 4.2758 6.3867 2.0099
H 2.9010 7.4379 2.2121
H 3.1156 4.6311 3.4934
H 3.0852 6.3321 4.2399
H 0.8615 6.6183 3.7753
H 0.9946 5.0965 4.4607
H 1.5188 2.9928 2.2276
H 0.0452 2.9080 1.5402
H 0.1030 3.0633 3.3630
H -1.4832 5.2267 3.2817
H -1.5525 4.6813 1.6883
H -1.2033 6.3189 1.8260
H 0.8687 4.1284 -0.2993
C -4.2879 -1.9335 -0.8529
C -5.0920 -1.3208 -1.9593
C -6.5087 -0.9169 -1.3512
C -4.3116 0.0051 -2.3642
C -3.1189 -0.2551 -3.3053
C -3.5824 -1.1200 -4.5428
C -4.2195 -2.5183 -4.1487
C -4.8351 -2.9924 -5.4445
C -3.0603 -3.5305 -3.7349
N -5.3019 -2.2426 -3.1443
O -6.0135 -3.3776 -2.8687
H -4.7264 -2.8732 -0.5171
H -3.3183 -2.1326 -1.3093
H -4.0633 -1.3568 0.0443
H -6.5217 -0.0065 -0.7520
H -7.2619 -0.7764 -2.1264
H -7.0369 -1.6565 -0.7495
H -5.0039 0.6907 -2.8529
H -3.9510 0.4732 -1.4483
H -2.6225 0.6847 -3.5468
H -2.3441 -0.7469 -2.7171
H -2.7633 -1.3313 -5.2302
H -4.3460 -0.5171 -5.0343
H -4.0554 -3.1883 -6.1806
H -5.5020 -2.2706 -5.9158
H -5.4021 -3.9070 -5.2705
H -2.3217 -3.6253 -4.5308
H -3.2304 -4.5601 -3.4200
H -2.4847 -3.1190 -2.9058
H -6.8290 -3.1801 -3.3351
C -0.5036 2.7008 -4.5742
C 0.9030 3.2287 -4.5603
C 0.8862 4.6013 -3.8386
O 1.6486 2.2586 -3.8809
H -0.5254 1.7147 -5.0380
H -1.1429 3.3800 -5.1382
H -0.8917 2.5348 -3.5692
H 1.3570 3.2244 -5.5513
H 0.2493 5.3223 -4.3512
H 1.9196 4.9210 -3.7047
H 0.3539 4.5327 -2.8899
H 1.8186 1.5517 -4.5078
C 0.8885 -0.1065 -1.6602
C -0.0324 1.0339 -1.2130
C -0.8182 0.6934 0.0442
O 0.7362 2.2074 -1.1566
H 1.5997 0.1777 -2.4359
H 0.3090 -0.9651 -1.9992
H 1.4757 -0.4378 -0.8038
H -0.7736 1.1329 -2.0061
H -0.9805 -0.3831 0.0986
H -1.7650 1.2312 -0.0046
H -0.3413 0.9410 0.9925
H 1.2219 2.2628 -1.9828
C -4.4116 3.3134 -0.1116
C -4.2964 3.9867 -1.4800
C -2.8126 3.9482 -2.0325
O -5.0855 3.3062 -2.4153
H -3.6670 3.7138 0.5764
H -4.3753 2.2241 -0.1183
H -5.4248 3.6106 0.1593
H -4.6049 5.0282 -1.3892
H -2.3678 2.9559 -1.9576
H -2.1846 4.5488 -1.3745
H -2.7658 4.2600 -3.0759
H -4.9774 3.7644 -3.2519
```

Which of these has the lowest frontier orbital gap? C45H100N4O7